# 1
{"formula": "C20H40OsP2Si", "method": "ωB97M-V/def2-TZVPD", "e_lumo_ev": [-6.51, -8.38], "de_lowest_kcal_mol": 64.5, "spin_multiplicity": 5, "molar_mass_g_mol": 560.804, "charge": 2, "homo_energy_ev": [-11.97, -15.10], "gap_ev": [5.4547, 6.7261], "symbols": ["P", "P", "C", "C", "H", "H", "H", "H", "C", "H", "H", "H", "C", "H", "H", "H", "C", "H", "H", "H", "C", "H", "H", "H", "Os", "C", "C", "C", "C", "C", "C", "C", "C", "C", "H", "H", "H", "H", "H", "H", "H", "H", "H", "H", "H", "H", "H", "H", "H", "C", "Si", "C", "C", "C", "C", "H", "H", "H", "H", "H", "H", "H", "H", "H"], "positions_angstrom": [[0.77593, -2.51739, -2.10506], [-0.04285, 2.14284, -1.04801], [1.45426, 0.36123, -2.77126], [1.38774, 1.79688, -2.26487], [1.06889, 0.19242, -3.81875], [2.25007, -0.30692, -2.48054], [2.32020, 1.94885, -1.70535], [1.37888, 2.51400, -3.08417], [-1.61099, 2.67167, -1.85018], [-2.28448, 3.12389, -1.13495], [-2.12592, 1.83981, -2.36678], [-1.39681, 3.50758, -2.52563], [0.66586, 3.52375, -0.04964], [0.11261, 4.46400, -0.07443], [1.63982, 3.90356, -0.32237], [0.80639, 3.44961, 1.02543], [-0.28335, -3.79621, -2.85112], [-0.37559, -4.64814, -2.16074], [0.08504, -4.15593, -3.79711], [-1.19531, -3.24080, -3.08889], [2.50890, -3.00130, -2.29682], [3.19456, -2.36426, -1.72125], [2.85228, -2.77196, -3.34015], [2.72781, -4.06699, -2.05853], [-0.24812, -0.62354, -3.03863], [0.16506, 1.39522, -5.14492], [-1.12261, 1.28206, -4.72083], [-2.25873, 0.88428, -5.66267], [-2.01951, -0.60817, -6.00563], [-1.25568, -1.25483, -4.82389], [0.13850, -1.41870, -4.94513], [1.01635, -0.80392, -6.05734], [0.69422, 0.68483, -6.32525], [-0.48584, -2.54715, -0.65216], [0.83726, 2.13932, -4.72149], [-1.47316, 1.95728, -3.94469], [-2.31867, 1.50458, -6.59345], [-3.24135, 0.99679, -5.15850], [-3.00049, -1.09536, -6.19645], [-1.54055, -0.67816, -7.01068], [-1.89094, -1.90816, -4.21658], [0.60214, -2.35863, -4.67120], [1.04854, -1.36816, -7.02381], [2.05395, -0.83920, -5.68425], [1.61343, 1.20246, -6.62392], [0.09016, 0.81070, -7.23072], [0.07892, -2.19646, 0.22354], [-0.97535, -3.49042, -0.41401], [-1.08724, -1.73930, -1.00576], [-1.52460, 1.26821, 3.57501], [-0.12209, 0.35041, 2.69404], [1.34230, 1.18502, 3.45051], [-0.06251, -1.34652, 3.55636], [-0.13698, 0.25588, 0.70783], [-0.22393, 0.46420, -0.54833], [-1.15556, 1.45998, 4.60020], [-2.46420, 0.69376, 3.62929], [-1.75003, 2.23975, 3.11674], [1.07881, 1.30515, 4.49680], [2.23864, 0.58075, 3.37487], [1.56496, 2.16440, 3.04920], [-0.84732, -2.03852, 3.21188], [0.89864, -1.85523, 3.38211], [-0.16963, -1.22958, 4.65717]], "forces_ev_per_angstrom": [[-2.893, -1.256, -0.099], [1.285, 0.135, -1.431], [0.035, 1.183, 1.468], [0.335, -0.214, 0.188], [2.054, 0.781, -1.033], [0.608, 0.639, 0.047], [-0.354, 0.382, 0.138], [0.087, 0.105, 0.152], [0.514, 0.379, -0.030], [-0.101, -0.184, 0.613], [0.394, 0.461, 0.672], [0.049, -0.270, -0.217], [-0.296, 1.003, 0.676], [-0.785, -0.272, -0.517], [0.517, -0.651, -0.883], [-0.399, -1.111, 0.238], [0.814, -0.521, -0.823], [-0.300, 0.380, -0.403], [0.209, -0.344, -0.418], [-0.151, -0.787, 0.568], [1.246, 0.177, 0.114], [-0.313, -0.250, 0.300], [-0.792, -0.418, 0.548], [-0.392, 0.744, -0.153], [-0.681, 1.856, 2.570], [-0.505, 0.444, -0.439], [-0.944, 1.902, -0.624], [-0.233, -0.947, -0.017], [-1.097, 0.475, -0.251], [-1.541, -1.003, -3.203], [0.494, -1.846, -1.373], [0.136, 0.426, 0.403], [0.939, 0.357, -1.190], [3.205, 0.014, 1.316], [-0.289, -0.392, 0.221], [0.559, -0.179, -0.299], [0.349, -0.276, 0.885], [0.674, -0.020, -0.128], [0.606, 0.071, 0.497], [0.302, -0.263, 1.094], [0.289, -0.262, -0.297], [-0.304, -0.343, -0.090], [-0.470, 0.172, 0.958], [-0.274, -0.106, -0.075], [0.056, -0.277, 0.125], [-0.470, -0.158, 0.396], [-0.639, 0.071, 0.001], [0.162, 0.063, -0.527], [-1.018, 0.275, 0.238], [-0.507, 0.021, -0.788], [-0.290, -0.743, 0.887], [0.537, 0.157, -0.805], [-0.080, -0.383, -0.583], [-0.243, -0.394, 2.192], [-0.602, 0.510, -0.147], [-0.175, -0.210, -0.518], [0.351, 0.238, 0.003], [-0.027, -0.114, 0.166], [0.055, -0.052, 0.144], [0.255, -0.069, 0.058], [0.112, 0.357, -0.030], [0.141, 0.207, 0.199], [-0.206, 0.169, 0.042], [0.001, 0.162, -0.726]], "nbo_charge": [1.095, 1.505, -0.388, -0.751, 0.238, 0.215, 0.275, 0.249, -0.958, 0.289, 0.258, 0.264, -1.011, 0.287, 0.284, 0.295, -0.933, 0.267, 0.245, 0.233, -0.979, 0.276, 0.281, 0.300, 0.700, -0.089, -0.243, -0.447, -0.441, -0.320, -0.356, -0.413, -0.503, -0.814, 0.221, 0.237, 0.252, 0.234, 0.255, 0.236, 0.254, 0.242, 0.269, 0.221, 0.247, 0.252, 0.259, 0.266, 0.229, -1.087, 1.546, -1.105, -1.099, -0.312, -0.750, 0.259, 0.252, 0.236, 0.260, 0.246, 0.230, 0.239, 0.238, 0.266]}

---

# 2
{"formula": "C5H7NO", "method": "ωB97M-V/def2-TZVPD", "e_lumo_ev": 0.27, "de_lowest_kcal_mol": 84.4, "molar_mass_g_mol": 97.117, "smiles": "C=C=CC.N=C=O", "homo_energy_ev": -8.79, "gap_ev": 9.0524, "symbols": ["C", "C", "N", "C", "C", "C", "O", "H", "H", "H", "H", "H", "H", "H"], "positions_angstrom": [[-0.31099, 0.70409, -0.08580], [-1.50875, 0.75464, 0.83530], [1.99872, -0.71789, 0.41705], [1.42204, 0.12626, 1.12993], [-0.14798, -0.28298, -0.97274], [-0.11432, -1.22497, -1.85757], [1.28712, 0.55853, 2.22071], [2.88862, -0.65480, -0.05481], [0.09742, 1.67314, -0.36413], [-2.31102, 1.35325, 0.40303], [-1.87906, -0.24682, 1.04819], [-1.20638, 1.21176, 1.77773], [-0.79767, -1.20562, -2.69832], [0.58225, -2.04858, -1.79855]], "forces_ev_per_angstrom": [[-1.570, -0.314, -2.026], [0.374, -0.127, 0.413], [-0.392, 0.678, -0.133], [4.110, -2.730, 1.580], [-1.322, 1.479, 0.673], [0.280, -0.209, 0.082], [-1.620, 0.987, -1.162], [-0.217, 0.314, 0.280], [0.413, -0.104, 0.183], [0.019, -0.032, -0.049], [-0.064, 0.015, -0.029], [-0.129, 0.001, 0.058], [0.042, 0.135, -0.026], [0.075, -0.092, 0.156]], "nbo_charge": [-0.418, -0.613, -0.851, 0.853, 0.253, -0.511, -0.514, 0.417, 0.242, 0.215, 0.219, 0.226, 0.239, 0.242]}